Formula: C23H38N5O2PV
Source: the OMol25 dataset
Level of theory: ωB97M-V/def2-TZVPD

Structure (XYZ):
```
70
Properties=species:S:1:pos:R:3:lowdin_charge:R:1
C -1.927 -1.488 -1.410 -0.30
N -1.834 -0.242 -0.830 0.03
C -2.877 0.608 -0.957 -0.23
C -4.088 0.231 -1.528 0.04
C -4.215 -1.033 -2.087 0.02
C -3.128 -1.889 -2.056 0.05
V -0.284 0.257 0.587 0.90
C 1.347 0.809 1.255 -0.17
O 2.379 1.090 1.766 0.17
C -2.655 1.961 -0.375 -0.09
N -1.662 1.886 0.727 -0.26
C -2.396 1.514 1.975 -0.21
C -2.721 0.041 2.055 -0.06
C -0.775 -2.291 -1.296 -0.12
P 0.658 -1.670 -0.447 1.08
C 1.990 -1.502 -1.799 -0.66
C 2.525 -2.872 -2.237 -0.07
C 1.071 -3.030 0.817 -0.66
C 2.470 -2.756 1.384 -0.06
C 0.039 -2.933 1.943 -0.10
C 0.960 -4.440 0.239 -0.07
C 1.366 -0.800 -3.015 -0.08
C 3.137 -0.647 -1.241 -0.08
C -1.094 3.239 0.954 -0.21
C -0.269 3.740 -0.214 -0.06
H -4.917 0.938 -1.494 0.15
H -5.150 -1.344 -2.556 0.14
H -3.133 -2.884 -2.497 0.14
H -0.791 -3.278 -1.762 0.11
H 0.171 -3.783 2.633 0.12
H 0.165 -2.015 2.526 0.02
H -0.997 -2.967 1.573 0.09
H 1.151 -5.150 1.058 0.11
H -0.049 -4.640 -0.140 0.08
H 1.678 -4.665 -0.556 0.07
H 2.633 -3.413 2.251 0.11
H 3.276 -2.961 0.670 0.08
H 2.565 -1.718 1.735 0.07
H 3.217 -2.723 -3.081 0.11
H 3.095 -3.391 -1.455 0.08
H 1.728 -3.540 -2.591 0.09
H 0.571 -1.408 -3.467 0.09
H 0.938 0.178 -2.752 0.08
H 2.142 -0.633 -3.778 0.11
H 3.618 -1.108 -0.370 0.08
H 3.897 -0.531 -2.027 0.11
H 2.799 0.353 -0.941 0.06
H -2.316 2.642 -1.165 0.14
H -3.608 2.364 0.013 0.16
H -1.798 1.817 2.840 0.10
H -3.319 2.111 2.005 0.15
H -0.491 3.223 1.867 0.13
H -1.933 3.931 1.132 0.15
H 0.211 4.686 0.063 0.11
H 0.529 3.058 -0.529 0.06
H -0.895 3.936 -1.092 0.08
H -3.071 -0.154 3.076 0.12
H -3.551 -0.225 1.392 0.09
H -1.873 -0.654 1.872 0.04
C 3.360 5.457 -2.345 -0.14
H 2.920 6.432 -2.571 0.09
H 3.916 5.109 -3.229 0.08
H 4.067 5.574 -1.511 0.08
O 2.255 4.619 -2.003 -0.15
H 2.586 3.709 -1.901 0.06
N 0.294 -0.183 3.379 0.12
C -0.034 0.353 4.376 -0.29
N -0.302 0.931 5.495 0.12
C -1.342 1.720 5.676 -0.36
N -2.230 2.442 5.970 0.14
```

## Properties
spin multiplicity = 4
total energy = -2608.088000 Ha
HOMO energy (alpha / beta) = -0.51739 / -0.49866 hartree
frontier orbital gap (alpha / beta) = 4.7 / 4.2 eV
charge = +2
LUMO energy (alpha / beta) = -9.404 / -9.363 eV

Formula: C3H11N4
Source: the OMol25 dataset
Level of theory: ωB97M-V/def2-TZVPD

Structure (XYZ):
```
18
Properties=species:S:1:pos:R:3:lowdin_charge:R:1
C 0.036 1.306 -2.180 -0.06
N -0.662 1.216 -0.915 -0.07
N -0.046 0.574 0.215 -0.19
C -0.937 0.819 1.470 0.05
N 0.004 -0.849 0.048 0.05
C 0.941 -1.474 0.706 -0.29
N 0.819 -2.784 0.853 0.10
H -0.025 2.210 -2.657 0.06
H 1.059 1.107 -1.981 0.08
H -0.351 0.538 -2.850 0.09
H -1.700 0.997 -1.011 0.17
H 0.845 1.110 0.405 0.20
H -1.846 0.377 1.459 0.05
H -0.294 0.372 2.309 0.13
H -1.040 1.909 1.599 0.11
H 1.799 -0.881 1.119 0.15
H 1.555 -3.598 0.987 0.19
H -0.157 -2.948 0.424 0.16
```

## Properties
spin multiplicity = 1
total energy = -339.570600 Ha
HOMO energy = -0.50858 hartree
frontier orbital gap = 11.0 eV
energy above the lowest of the compared OMol25 structures with the same formula, charge and spin = 93.5 kcal per mole
charge = +1
LUMO energy = -2.836 eV
SMILES = CN[N@@H+](C)/N=C/N

Formula: C10H11ClF5GdTi
Source: the OMol25 dataset
Level of theory: ωB97M-V/def2-TZVPD

Structure (XYZ):
```
29
Properties=species:S:1:pos:R:3:lowdin_charge:R:1
Ti 0.873 0.860 0.831 0.67
Cl -1.007 0.030 -0.240 0.10
C 2.657 0.815 -0.076 -0.26
H 3.380 1.461 0.418 -0.01
H 2.403 1.155 -1.085 -0.02
H 3.000 -0.220 -0.144 0.00
Gd -1.660 0.802 -2.745 1.11
C -0.340 -0.296 -4.403 -0.36
C -3.605 -0.360 -2.061 -0.40
C -2.173 2.862 -3.310 -0.29
H -4.009 -0.014 -1.087 -0.05
H -4.328 -0.020 -2.845 -0.05
H -3.600 -1.474 -2.077 -0.04
H 0.679 0.122 -4.560 -0.05
H -0.310 -1.410 -4.417 -0.04
H -0.942 0.030 -5.289 -0.06
H -1.636 3.396 -4.125 -0.08
H -3.112 3.376 -3.013 -0.07
F 0.954 1.852 2.478 -0.33
C 1.397 0.246 2.998 -0.13
C 0.979 -0.686 2.057 -0.20
C 0.831 -2.016 2.513 -0.21
F 0.340 -3.015 1.735 0.05
C 1.111 -2.287 3.863 -0.13
F 0.913 -3.535 4.372 0.06
C 1.563 -1.250 4.711 -0.15
F 1.839 -1.566 5.996 0.07
C 1.707 0.082 4.326 -0.20
F 2.098 1.062 5.180 0.07
```

## Properties
spin multiplicity = 9
total energy = -2961.977210 Ha
HOMO energy (alpha / beta) = -0.12741 / -0.19708 hartree
frontier orbital gap (alpha / beta) = 5.9 / 7.2 eV
energy above the lowest of the compared OMol25 structures with the same formula, charge and spin = 88.7 kcal per mole
charge = -1
LUMO energy (alpha / beta) = 2.393 / 1.798 eV

Formula: C20H26F5O8P
Source: the OMol25 dataset
Level of theory: ωB97M-V/def2-TZVPD

Structure (XYZ):
```
60
Properties=species:S:1:pos:R:3:lowdin_charge:R:1
C 4.947 -1.043 -1.651 -0.04
C 3.491 -1.162 -2.021 -0.14
C 2.271 -0.577 -1.061 -0.12
C 2.490 0.854 -0.227 0.06
C 1.259 1.434 0.702 -0.04
C 1.266 2.835 1.553 -0.16
C 2.710 3.609 1.611 -0.17
C 2.813 4.963 0.691 -0.09
C 1.538 5.987 0.814 -0.16
F 0.885 5.932 2.172 0.00
F 2.030 7.410 0.688 -0.02
C 0.397 5.810 -0.362 -0.14
F 0.704 4.751 -1.359 0.02
F -0.965 5.460 0.191 0.01
F 0.195 7.074 -1.140 0.02
C -0.159 0.549 0.770 0.02
C -0.347 -0.881 -0.075 -0.02
C 0.883 -1.450 -1.003 0.03
C -1.821 -1.664 0.031 -0.19
O -1.920 -2.998 -0.003 -0.02
C -3.123 -0.634 0.232 -0.14
P -4.848 -0.970 -0.520 0.75
O -6.044 -0.500 0.428 -0.38
O -4.969 0.064 -1.960 -0.23
O -5.039 -2.617 -1.110 -0.23
C -2.968 0.658 1.011 0.06
C -1.473 1.019 1.659 -0.20
O -1.432 1.618 2.852 -0.02
H 5.788 -1.098 -2.483 0.07
H 5.221 -0.835 -0.509 0.08
H 3.220 -1.711 -3.045 0.11
H 3.505 1.462 -0.334 0.08
H 1.003 2.541 2.680 0.14
H 0.367 3.480 1.172 0.11
H 3.637 2.920 1.311 0.11
H 2.890 3.915 2.741 0.13
H 3.761 5.565 1.095 0.15
H 3.091 4.694 -0.437 0.13
H 0.686 -2.456 -1.610 0.12
H -4.418 0.878 -1.745 0.07
H -6.038 -2.736 -1.282 0.11
H -3.887 1.391 1.160 0.15
C -5.053 -6.066 -1.215 -0.17
O -3.668 -5.971 -0.936 -0.14
H -5.247 -7.006 -1.736 0.08
H -5.616 -6.047 -0.279 0.08
H -5.356 -5.230 -1.851 0.06
H -3.527 -5.127 -0.475 0.06
C -2.761 -7.916 1.496 -0.17
O -3.188 -8.776 2.537 -0.14
H -2.102 -8.471 0.824 0.08
H -3.630 -7.559 0.938 0.06
H -2.215 -7.070 1.922 0.08
H -3.770 -8.256 3.116 0.08
C 5.979 3.376 -0.702 -0.15
O 4.740 3.209 -1.368 -0.16
H 5.794 3.487 0.369 0.07
H 6.606 2.497 -0.872 0.08
H 6.478 4.272 -1.079 0.08
H 4.936 3.112 -2.315 0.10
```

## Properties
spin multiplicity = 1
total energy = -2219.657226 Ha
HOMO energy = -0.33184 hartree
frontier orbital gap = 6.6 eV
LUMO energy = -2.385 eV
SMILES = C=Cc1cc(CCCC(F)(F)C(F)(F)F)c2c(c1)C(=O)C(P(=O)(O)O)=CC2=O.CO.CO.CO